Entry 1:
Below is C19H19N7O2S3SeSr as an isolated structure, with properties calculated with ωB97M-V with the def2-TZVPD basis set.

energy = -4895.86217 Ha
net charge = -2
highest occupied orbital energy = 0.22 eV
HOMO-LUMO gap = 3.21 eV
energy relative to the best compared isomer or geometry (same formula, charge and spin) = 451.6 kJ/mol

Geometry as XYZ:
```
52
Properties=species:S:1:pos:R:3:mulliken_charge:R:1
Sr -0.220 -0.091 -0.805 0.940
O 2.405 3.007 6.869 -0.656
N 1.195 3.027 6.722 1.048
O 0.449 3.543 7.542 -0.681
C 0.607 2.392 5.543 -0.380
C -0.749 2.406 5.497 -0.594
C -1.455 1.784 4.438 1.205
C -2.848 1.910 4.287 -0.811
C -3.450 1.284 3.233 -0.639
C -2.660 0.466 2.404 -0.192
N -1.362 0.329 2.526 -0.091
C -0.748 1.032 3.486 -0.248
C 0.700 1.097 3.479 -0.095
N 1.294 0.548 2.415 0.125
C 2.584 0.706 2.260 -0.145
C 3.373 1.414 3.171 -0.811
C 2.790 1.956 4.288 -0.539
C 1.402 1.813 4.478 0.760
H -1.297 2.906 6.283 0.494
H -3.410 2.519 4.987 0.379
H -4.508 1.391 3.035 0.367
H -3.124 -0.100 1.603 0.362
H 3.018 0.255 1.373 0.311
H 4.433 1.539 2.991 0.363
H 3.383 2.504 4.999 0.454
S 0.642 -4.494 -1.554 -0.382
C 0.127 -3.065 -0.879 0.402
S -1.604 -2.594 -0.757 -0.378
S 1.460 -2.152 0.016 -0.485
Se -0.534 2.613 0.165 -1.431
C -1.231 0.051 -3.327 -0.447
N 0.171 0.566 -3.163 -0.360
C 0.660 1.326 -4.295 -0.753
N 0.512 0.585 -5.551 -0.048
C -0.899 0.220 -5.691 -0.743
N -1.408 -0.638 -4.617 -0.007
C -0.546 -1.839 -4.572 -0.523
N 0.871 -1.508 -4.346 0.096
C 0.925 -0.749 -3.094 1.078
C 1.305 -0.640 -5.437 -0.754
H -1.980 0.830 -3.155 -0.080
H -1.359 -0.782 -2.602 0.600
H 1.715 1.549 -4.129 0.392
H 0.107 2.266 -4.353 0.302
H -1.024 -0.307 -6.641 0.320
H -1.493 1.138 -5.716 0.388
H -0.641 -2.386 -5.513 0.328
H -0.886 -2.490 -3.761 0.261
H 1.950 -0.660 -2.715 0.184
H 0.341 -1.384 -2.415 -1.587
H 1.237 -1.191 -6.379 0.321
H 2.348 -0.361 -5.267 0.382
```

Entry 2:
Below is C19H19NO5 in the gas phase, with properties calculated with ωB97M-V with the def2-TZVPD basis set.

SMILES string = Cc1ccc([C@@H](N)Cc2ccc(OC(=O)/C=C/C(=O)O)c(O)c2)cc1
energy = -1166.29675 Ha
net charge = 0
highest occupied orbital energy = -8.68 eV
HOMO-LUMO gap = 7.64 eV
energy relative to the best compared isomer or geometry (same formula, charge and spin) = 286.2 kJ/mol

Geometry as XYZ:
```
44
Properties=species:S:1:pos:R:3:mulliken_charge:R:1
C 7.318 2.524 1.033 -1.398
C 5.905 2.163 0.921 0.981
C 5.331 1.149 1.630 -0.708
C 3.908 0.817 1.539 -0.809
C 3.092 1.568 0.696 0.259
C 1.679 1.130 0.567 0.314
N 0.783 2.264 0.816 -0.621
C 1.405 0.564 -0.917 -0.998
C 0.065 -0.091 -0.826 0.133
C -1.144 0.518 -1.136 -0.549
C -2.335 -0.250 -1.121 -0.358
C -2.401 -1.540 -0.664 0.201
O -3.638 -2.286 -0.679 -0.372
C -4.565 -2.021 0.331 0.504
O -4.228 -1.681 1.447 -0.532
C -5.957 -2.311 0.089 -0.459
C -6.413 -2.893 -1.081 0.018
C -7.812 -3.050 -1.419 0.158
O -8.065 -3.584 -2.496 -0.536
O -8.687 -2.640 -0.440 -0.448
C -1.236 -2.115 -0.286 0.482
O -1.227 -3.364 0.386 -0.611
C -0.007 -1.368 -0.405 -0.469
C 3.670 2.553 -0.131 -0.360
C 5.070 2.914 0.080 -0.719
H 7.808 1.932 1.845 0.343
H 7.553 3.614 1.389 0.290
H 7.818 2.369 0.179 0.352
H 6.026 0.854 2.382 0.267
H 3.388 0.071 2.064 0.388
H 1.597 0.448 1.387 0.363
H 1.300 3.178 0.854 0.280
H -0.101 2.301 0.251 0.308
H 2.250 -0.055 -1.312 0.354
H 1.311 1.379 -1.631 0.423
H -1.164 1.529 -1.478 0.548
H -3.310 0.203 -1.409 0.357
H -6.651 -1.985 0.850 0.429
H -5.762 -3.233 -1.842 0.498
H -9.647 -2.773 -0.858 0.374
H -2.098 -3.545 0.805 0.320
H 0.760 -2.062 -0.032 0.337
H 2.995 3.087 -0.866 0.265
H 5.415 3.717 -0.516 0.404
```